[1]
Below is a molecular structure, C12H17BN6O2Ru, with properties calculated with ωB97M-V/def2-TZVPD.

The geometry in ORCA input format:
```
! wB97M-V def2-TZVPD RIJCOSX def2/J DEFGRID3
* xyz 4 5
C -0.411 3.566 -1.250
N -0.369 2.284 -1.704
N 0.025 2.301 -3.034
C 0.200 3.584 -3.403
C -0.048 4.402 -2.305
B 0.201 0.951 -3.778
N 1.219 0.097 -2.937
N 0.975 -0.181 -1.599
C 1.929 -1.050 -1.157
C 2.802 -1.299 -2.220
C 2.332 -0.564 -3.307
Ru -0.732 0.547 -0.705
N -1.156 0.196 -3.645
N -1.702 -0.035 -2.376
C -2.769 -0.887 -2.541
C -2.912 -1.147 -3.907
C -1.896 -0.462 -4.555
H -3.334 -1.251 -1.693
H -1.610 -0.391 -5.595
H -3.668 -1.759 -4.372
H 0.555 1.084 -4.906
H 2.681 -0.460 -4.318
H 0.498 3.805 -4.418
H 3.655 -1.955 -2.209
H 0.016 5.471 -2.273
H 1.892 -1.436 -0.140
H -0.740 3.782 -0.240
H -0.264 -2.763 1.251
C 0.111 -3.428 2.052
H 0.718 -4.234 1.626
H 0.724 -2.798 2.717
H -0.735 -3.873 2.587
C -2.356 -0.034 2.920
C -1.741 0.307 1.587
O -2.460 0.774 0.645
O -0.488 0.070 1.316
H -3.094 0.758 3.095
H -1.578 -0.072 3.683
H -2.853 -1.016 2.891
*
```

The value obtained for the HOMO energy (spin up / spin down) is -22.60 / -22.60 eV. For the orbital gap (spin up / spin down), the calculation gives 0.24569 / 0.14891 Ha. The LUMO energy (spin up / spin down) is -15.91 / -18.54 eV.

Let us look at the natural (NBO) charges, expressed in e, one per atom: C 0.08; N -0.19; N -0.29; C 0.20; C 0.05; B 0.50; N -0.31; N -0.21; C 0.04; C 0.02; C 0.21; Ru 1.28; N -0.31; N -0.17; C 0.04; C 0.01; C 0.22; H 0.31; H 0.31; H 0.33; H 0.08; H 0.30; H 0.31; H 0.32; H 0.32; H 0.32; H 0.31; H 0.13; C -0.85; H 0.24; H 0.23; H 0.26; C -0.74; C 0.83; O -0.58; O -0.50; H 0.30; H 0.29; H 0.31

[2]
Below is C12H17BOS in the gas phase, with properties calculated with ωB97M-V/def2-TZVPD.

The geometry in ORCA input format:
```
! wB97M-V def2-TZVPD RIJCOSX def2/J DEFGRID3
* xyz 0 1
B -1.003 1.531 0.527
C 4.168 -0.498 -1.272
C 3.445 -1.180 -2.252
C 3.442 -0.102 -0.136
C 2.093 -1.520 -2.071
C 2.205 -0.547 0.102
C 1.446 -1.320 -0.809
C -2.797 -0.125 0.195
C -0.819 1.670 2.092
C 0.100 2.095 -0.417
C -4.094 -0.260 -0.367
C -2.108 -1.078 1.175
C -0.638 -1.002 0.956
O -2.167 1.036 -0.057
S -0.205 -1.792 -0.655
H 5.272 -0.254 -1.488
H 3.870 -1.511 -3.185
H 4.034 0.449 0.662
H 1.504 -2.108 -2.727
H 1.804 -0.466 1.037
H -1.345 0.891 2.665
H -1.137 2.749 2.344
H 0.154 1.739 2.259
H 0.983 1.617 -0.267
H 0.321 3.118 -0.224
H -0.184 1.948 -1.438
H -4.378 -1.387 -0.334
H -3.982 0.144 -1.424
H -5.028 0.203 0.110
H -2.575 -2.027 1.022
H -2.446 -0.698 2.264
H 0.066 -1.316 1.714
*
```

The value obtained for the HOMO energy (spin up / spin down) is -6.45 / -7.63 eV. For the orbital gap (spin up / spin down), the calculation gives 0.20425 / 0.30056 Ha. The LUMO energy (spin up / spin down) is -0.89 / 0.55 eV. For the energy above the lowest of the compared OMol25 structures with the same formula, charge and spin, the calculation gives 95.3 kcal per mole.

Let us look at the natural (NBO) charges, expressed in e, one per atom: B 0.99; C -0.22; C -0.21; C -0.19; C -0.21; C -0.25; C -0.19; C 0.41; C -0.98; C -1.01; C -0.70; C -0.55; C -0.33; O -0.67; S 0.33; H 0.23; H 0.22; H 0.22; H 0.21; H 0.21; H 0.22; H 0.24; H 0.22; H 0.24; H 0.23; H 0.23; H 0.22; H 0.25; H 0.22; H 0.22; H 0.22; H 0.19

[3]
Below is a molecular structure, C12H17Cl5O4V, with properties calculated with ωB97M-V/def2-TZVPD.

The geometry in ORCA input format:
```
! wB97M-V def2-TZVPD RIJCOSX def2/J DEFGRID3
* xyz -2 2
C 0.183 -1.448 -1.361
C 1.101 -0.307 -1.512
C 0.322 0.858 -1.541
C 2.531 -0.370 -1.923
C -1.103 0.520 -1.092
C -1.105 -1.010 -1.259
C -2.312 -1.858 -1.324
C 0.601 -2.884 -1.403
C 0.726 2.231 -1.837
C -2.242 1.333 -1.717
V 0.763 0.550 0.541
Cl 2.283 1.984 0.826
Cl 1.755 -1.312 1.432
O -1.134 0.832 0.255
H 2.862 -1.412 -2.032
H 3.137 0.127 -1.157
H 2.696 0.134 -2.890
H 1.775 2.372 -1.575
H 0.118 2.969 -1.299
H 0.606 2.405 -2.908
H -2.080 2.379 -1.430
H -3.173 0.965 -1.272
H -2.265 1.219 -2.807
H -3.155 -1.369 -0.825
H -2.122 -2.816 -0.822
H -2.614 -2.108 -2.358
H 1.646 -2.980 -1.087
H 0.485 -3.368 -2.391
H -0.019 -3.431 -0.675
H -1.872 -0.481 1.508
O -2.064 -1.381 1.876
H -1.449 -1.354 2.638
Cl 1.479 3.178 4.023
C 0.991 1.683 4.885
Cl 2.418 0.934 5.607
Cl -0.256 2.079 6.079
C 0.310 0.607 3.827
O 0.239 0.942 2.608
O -0.061 -0.413 4.392
*
```

The value obtained for the HOMO energy (spin up / spin down) is -0.93 / 0.76 eV. For the orbital gap (spin up / spin down), the calculation gives 0.21168 / 0.14956 Ha. The LUMO energy (spin up / spin down) is 4.83 / 4.83 eV.

Let us look at the natural (NBO) charges, expressed in e, one per atom: C 0.01; C -0.19; C -0.21; C -0.62; C 0.21; C -0.05; C -0.63; C -0.65; C -0.63; C -0.62; V 1.04; Cl -0.45; Cl -0.54; O -0.83; H 0.20; H 0.23; H 0.18; H 0.23; H 0.21; H 0.17; H 0.21; H 0.20; H 0.18; H 0.21; H 0.21; H 0.17; H 0.23; H 0.18; H 0.22; H 0.50; O -1.00; H 0.49; Cl 0.00; C -0.20; Cl 0.00; Cl -0.02; C 0.79; O -0.75; O -0.69

[4]
Below is a molecular structure, C12H17CrIN2, with properties calculated with ωB97M-V/def2-TZVPD.

The geometry in ORCA input format:
```
! wB97M-V def2-TZVPD RIJCOSX def2/J DEFGRID3
* xyz 0 5
C 2.141 1.503 -3.064
C 1.195 0.493 -3.704
H 1.649 2.465 -2.891
H 2.970 1.705 -3.743
H 2.589 1.138 -2.128
H 0.149 0.535 -3.317
H 1.123 0.649 -4.789
H 1.572 -0.528 -3.602
Cr 0.478 0.583 -1.049
C 1.564 -1.196 -1.306
H 1.150 -1.743 -2.167
H 1.529 -1.856 -0.422
H 2.618 -0.975 -1.535
I -0.897 2.831 -1.070
N -1.304 -0.515 -0.844
C -1.694 -0.653 0.542
C -2.882 -1.227 0.924
C -3.172 -1.323 2.304
C -2.313 -0.775 3.247
C -1.062 -0.203 2.870
C -0.101 0.376 3.735
C 1.100 0.858 3.217
C 1.356 0.789 1.842
N 0.427 0.311 0.982
C -0.758 -0.192 1.480
H -1.063 -1.425 -1.253
H -2.087 -0.205 -1.431
H -3.551 -1.610 0.147
H -4.065 -1.863 2.637
H -2.531 -0.781 4.318
H -0.333 0.444 4.798
H 1.890 1.275 3.853
H 2.314 1.118 1.420
*
```

The value obtained for the HOMO energy (spin up / spin down) is -4.96 / -8.17 eV. For the orbital gap (spin up / spin down), the calculation gives 0.14176 / 0.30243 Ha. The LUMO energy (spin up / spin down) is -1.10 / 0.06 eV. For the energy above the lowest of the compared OMol25 structures with the same formula, charge and spin, the calculation gives 19.4 kcal per mole.

Let us look at the natural (NBO) charges, expressed in e, one per atom: C -0.65; C -0.62; H 0.25; H 0.25; H 0.20; H 0.19; H 0.24; H 0.23; Cr 1.19; C -1.06; H 0.18; H 0.22; H 0.20; I -0.48; N -0.81; C 0.11; C -0.27; C -0.21; C -0.23; C -0.04; C -0.26; C -0.26; C -0.02; N -0.57; C 0.15; H 0.39; H 0.41; H 0.21; H 0.22; H 0.21; H 0.21; H 0.22; H 0.19

[5]
Below is 2 unconnected molecules or ions with the total composition C12H17N, with properties calculated with ωB97M-V/def2-TZVPD.

The geometry in ORCA input format:
```
! wB97M-V def2-TZVPD RIJCOSX def2/J DEFGRID3
* xyz 0 1
C 0.556 -1.552 3.994
C -0.012 -0.838 2.788
C -0.102 0.499 2.606
N -0.442 0.784 1.293
C -0.655 -0.418 0.645
C -1.152 -0.622 -0.633
C -1.367 -1.933 -1.030
C -1.019 -2.999 -0.189
C -0.503 -2.782 1.071
C -0.349 -1.468 1.529
H -0.227 -2.104 4.517
H 0.983 -0.801 4.651
H 1.246 -2.305 3.642
H -0.117 1.296 3.334
H -0.946 1.594 0.977
H -1.332 0.104 -1.383
H -1.715 -2.179 -2.024
H -1.112 -4.019 -0.543
H -0.206 -3.585 1.727
C 0.830 4.031 -2.799
C 1.115 2.575 -3.183
C 1.983 2.470 -4.418
H -0.195 4.196 -2.474
H 1.420 4.326 -1.933
H 0.909 4.690 -3.656
H 1.588 2.028 -2.399
H 0.181 2.032 -3.353
H 2.874 3.106 -4.398
H 2.341 1.465 -4.557
H 1.525 2.802 -5.354
*
```

The value obtained for the HOMO energy is -7.89 eV. For the orbital gap, the calculation gives 0.31980 Ha. The LUMO energy is 0.81 eV. As for the SMILES: Cc1c[nH]c2ccccc12.CCC. For the energy above the lowest of the compared OMol25 structures with the same formula, charge and spin, the calculation gives 13.6 kcal per mole.

Let us look at the natural (NBO) charges, expressed in e, one per atom: C -0.62; C -0.10; C -0.03; N -0.54; C 0.13; C -0.25; C -0.21; C -0.24; C -0.20; C -0.04; H 0.21; H 0.22; H 0.22; H 0.21; H 0.40; H 0.22; H 0.21; H 0.21; H 0.21; C -0.61; C -0.40; C -0.60; H 0.20; H 0.21; H 0.21; H 0.20; H 0.19; H 0.20; H 0.21; H 0.20

[6]
Below is 2 unconnected molecules or ions with the total composition C12H17N, with properties calculated with ωB97M-V/def2-TZVPD.

The geometry in ORCA input format:
```
! wB97M-V def2-TZVPD RIJCOSX def2/J DEFGRID3
* xyz 0 1
C 0.861 -2.269 -2.104
C -0.214 -2.514 -1.128
C -0.862 -3.672 -1.220
N -2.012 -3.574 -0.440
C -2.016 -2.307 0.200
C -2.818 -1.621 1.159
C -2.430 -0.356 1.593
C -1.365 0.377 1.122
C -0.433 -0.305 0.322
C -0.775 -1.573 -0.109
H 1.741 -2.308 -1.492
H 0.925 -1.225 -2.563
H 0.916 -2.998 -2.902
H -0.477 -4.588 -1.743
H -2.930 -4.071 -0.577
H -3.695 -2.114 1.582
H -3.143 0.227 2.215
H -1.184 1.427 1.415
H 0.466 -0.009 -0.130
C 1.669 3.440 -0.856
C 1.327 3.440 0.704
C 2.161 2.384 1.463
H 1.179 2.613 -1.324
H 2.735 3.269 -0.952
H 1.251 4.319 -1.192
H 1.759 4.426 1.126
H 0.298 3.234 0.965
H 1.627 1.329 1.414
H 3.103 2.320 0.980
H 2.336 2.700 2.470
*
```

The value obtained for the HOMO energy is -7.79 eV. For the orbital gap, the calculation gives 0.32156 Ha. The LUMO energy is 0.96 eV. As for the SMILES: Cc1c[nH]c2ccccc12.CCC. For the energy above the lowest of the compared OMol25 structures with the same formula, charge and spin, the calculation gives 52.7 kcal per mole.

Let us look at the natural (NBO) charges, expressed in e, one per atom: C -0.63; C -0.08; C -0.05; N -0.57; C 0.17; C -0.24; C -0.23; C -0.22; C -0.21; C -0.08; H 0.21; H 0.22; H 0.22; H 0.22; H 0.42; H 0.21; H 0.21; H 0.22; H 0.22; C -0.60; C -0.39; C -0.60; H 0.20; H 0.20; H 0.21; H 0.19; H 0.20; H 0.20; H 0.19; H 0.21

[7]
Below is 2 unconnected molecules or ions with the total composition C12H17N, with properties calculated with ωB97M-V/def2-TZVPD.

The geometry in ORCA input format:
```
! wB97M-V def2-TZVPD RIJCOSX def2/J DEFGRID3
* xyz 0 1
C 1.425 -1.862 1.860
C 1.224 -0.449 1.477
C 0.383 0.507 2.154
N 0.421 1.781 1.483
C 1.217 1.535 0.306
C 1.327 2.275 -0.887
C 1.937 1.869 -1.996
C 2.536 0.615 -1.916
C 2.562 -0.208 -0.820
C 1.792 0.242 0.320
H 2.367 -1.851 2.445
H 1.766 -2.487 0.955
H 0.547 -2.361 2.230
H -0.080 0.309 3.156
H 0.165 2.680 1.749
H 0.745 3.268 -0.868
H 1.863 2.392 -2.983
H 3.011 0.107 -2.754
H 3.186 -1.164 -0.737
C -2.335 -1.380 -1.465
C -2.041 -0.617 -0.259
C -3.309 0.082 0.276
H -1.271 -1.718 -1.919
H -2.789 -2.426 -1.154
H -2.944 -0.858 -2.180
H -1.517 -1.090 0.475
H -1.220 0.114 -0.460
H -3.570 -0.479 1.241
H -3.242 1.062 0.719
H -4.155 0.108 -0.448
*
```

The value obtained for the HOMO energy is -7.78 eV. For the orbital gap, the calculation gives 0.31913 Ha. The LUMO energy is 0.90 eV. As for the SMILES: Cc1c[nH]c2ccccc12.CCC. For the energy above the lowest of the compared OMol25 structures with the same formula, charge and spin, the calculation gives 57.8 kcal per mole.

Let us look at the natural (NBO) charges, expressed in e, one per atom: C -0.65; C -0.07; C -0.04; N -0.55; C 0.13; C -0.21; C -0.24; C -0.23; C -0.21; C -0.10; H 0.23; H 0.22; H 0.23; H 0.22; H 0.41; H 0.20; H 0.23; H 0.21; H 0.22; C -0.59; C -0.43; C -0.62; H 0.21; H 0.20; H 0.21; H 0.21; H 0.20; H 0.20; H 0.21; H 0.21

[8]
Below is 2 unconnected molecules or ions with the total composition C12H17N, with properties calculated with ωB97M-V/def2-TZVPD.

The geometry in ORCA input format:
```
! wB97M-V def2-TZVPD RIJCOSX def2/J DEFGRID3
* xyz 0 1
C 1.175 0.060 4.238
C 1.282 0.447 2.807
C 2.459 0.567 2.123
N 2.183 0.998 0.822
C 0.828 1.073 0.670
C 0.085 1.562 -0.417
C -1.287 1.459 -0.272
C -1.930 1.105 0.926
C -1.176 0.724 2.022
C 0.209 0.740 1.889
H 2.015 -0.561 4.533
H 0.287 -0.513 4.507
H 1.209 0.942 4.888
H 3.480 0.498 2.455
H 2.844 1.287 0.129
H 0.492 1.687 -1.411
H -1.892 1.573 -1.166
H -2.996 1.266 1.018
H -1.580 0.592 3.019
C 0.526 -1.662 -2.901
C -0.706 -0.860 -3.322
C -1.960 -1.549 -2.792
H 0.765 -2.472 -3.590
H 1.405 -0.999 -2.883
H 0.598 -2.078 -1.893
H -0.771 -0.857 -4.412
H -0.639 0.190 -3.049
H -2.879 -0.974 -2.920
H -1.897 -1.743 -1.719
H -2.131 -2.501 -3.298
*
```

The value obtained for the HOMO energy is -7.84 eV. For the orbital gap, the calculation gives 0.32186 Ha. The LUMO energy is 0.92 eV. As for the SMILES: Cc1c[nH]c2ccccc12.CCC. For the energy above the lowest of the compared OMol25 structures with the same formula, charge and spin, the calculation gives 12.6 kcal per mole.

Let us look at the natural (NBO) charges, expressed in e, one per atom: C -0.63; C -0.08; C -0.04; N -0.53; C 0.15; C -0.25; C -0.21; C -0.25; C -0.17; C -0.11; H 0.22; H 0.22; H 0.22; H 0.21; H 0.41; H 0.21; H 0.21; H 0.21; H 0.21; C -0.62; C -0.40; C -0.61; H 0.21; H 0.20; H 0.21; H 0.20; H 0.20; H 0.20; H 0.21; H 0.20